[1]
Molecular formula: C26H26Cl2InN3O7S
Method: DFT, ωB97M-V/def2-TZVPD

Last column: Löwdin charge in e.
Cartesian coordinates (Å):
In -1.2144 -0.2640 0.2408  0.93
C -1.7938 -5.1415 3.5992  -0.08
O -1.6561 -3.8879 2.9568  -0.10
C -1.0168 -2.9044 3.6481  -0.23
C -0.4987 -3.0445 4.9160  -0.01
C 0.1741 -1.9806 5.5297  -0.08
C 0.3330 -0.8009 4.8542  -0.05
C -0.1832 -0.6314 3.5534  -0.15
C 0.1247 0.6246 2.9106  -0.05
N -0.1482 0.9368 1.6953  -0.07
N 0.2566 2.1830 1.2520  0.09
C -0.0602 2.3633 -0.0037  -0.43
O -0.6377 1.4935 -0.7741  -0.10
C 0.2307 3.6974 -0.5911  -0.15
C 1.0853 4.5914 0.0485  -0.03
C 1.3087 5.8464 -0.4947  -0.08
C 0.6744 6.2202 -1.6728  -0.09
C -0.1800 5.3312 -2.3109  -0.08
C -0.3983 4.0710 -1.7743  -0.03
C -0.8964 -1.6790 2.9400  -0.29
O -1.4738 -1.6249 1.7568  -0.15
H -2.3165 -5.7843 2.8963  0.10
H -0.8180 -5.5754 3.8323  0.08
H -2.3843 -5.0537 4.5150  0.10
H -0.6008 -3.9809 5.4453  0.11
H 0.5734 -2.1031 6.5266  0.10
H 0.8700 0.0225 5.3088  0.11
H 0.6654 1.3679 3.4949  0.14
H 1.5602 4.2930 0.9732  0.11
H 1.9742 6.5386 0.0048  0.10
H 0.8432 7.2047 -2.0903  0.10
H -0.6840 5.6229 -3.2235  0.11
H -1.0660 3.3696 -2.2557  0.12
Cl 1.6425 -1.9600 0.9549  0.65
C 0.9473 -3.6015 0.8930  -0.94
Cl 1.6979 -4.6697 2.0797  0.58
H 1.1318 -3.9873 -0.1013  0.02
H -0.1095 -3.5167 1.1253  0.01
C 3.1372 3.5392 -2.7351  -0.03
C 2.4332 2.2148 -2.7635  -0.25
C 2.8163 1.1896 -1.9024  -0.01
C 2.1764 -0.0369 -1.9262  -0.06
C 1.1360 -0.2309 -2.8224  -0.31
C 0.7435 0.7665 -3.7077  -0.04
C 1.3965 1.9831 -3.6680  -0.03
S 0.2902 -1.7548 -2.8347  0.68
O -0.2346 -2.0092 -4.1418  -0.26
O 1.0410 -2.7582 -2.1437  -0.29
N -1.0760 -1.4265 -1.8299  -0.15
C -2.0069 -2.6121 -1.8649  -0.18
C -3.0859 -2.5454 -0.7876  -0.09
C -3.8516 -1.2225 -0.8129  -0.61
O -4.9879 -1.1602 -1.2167  0.09
O -3.1580 -0.1737 -0.4218  -0.10
H 3.5581 3.7376 -1.7508  0.08
H 2.4518 4.3493 -2.9821  0.07
H 3.9536 3.5515 -3.4609  0.09
H 3.6258 1.3556 -1.2022  0.12
H 2.4821 -0.8412 -1.2733  0.06
H -0.0522 0.5816 -4.4175  0.12
H 1.0956 2.7744 -4.3434  0.12
H -1.5570 -0.6476 -2.2906  0.11
H -1.3906 -3.4993 -1.7251  0.12
H -2.4542 -2.6598 -2.8571  0.13
H -2.6491 -2.6983 0.2021  0.10
H -3.7899 -3.3531 -0.9787  0.13

F_max: 0.2 eV/Å
relative energy (zero: lowest compared OMol25 entry of this formula, charge and spin): 0.0 kJ/mol
HOMO-LUMO gap: 7.837 eV
charge: 0
spin multiplicity: 1
electronic energy: -3206.084272 Eh



[2]
Molecular formula: C4H12NOPS
Method: DFT, ωB97M-V/def2-TZVPD

Last column: Löwdin charge in e.
Cartesian coordinates (Å):
C 1.2017 -1.4621 0.5040  -0.15
C 0.8510 -0.0950 -0.1263  -0.68
C 1.6156 1.0923 0.5634  -0.13
P -0.9285 0.1960 -0.3335  0.61
N -0.8773 1.4304 -1.4413  -0.22
S -1.3488 -1.6951 -1.4728  0.33
H 0.7786 -1.4106 1.5758  0.11
H 0.6613 -2.1663 -0.0523  -0.04
H 2.3026 -1.7140 0.6265  0.10
H 1.2417 0.0368 -1.1318  0.08
H 1.2638 2.1053 0.1056  0.09
H 2.6285 0.9380 0.2523  0.05
H 1.5820 1.0824 1.6782  0.08
H -1.7587 1.6622 -1.8221  0.02
H 0.0528 1.5553 -1.8018  0.03
H -2.7502 -1.4826 -1.2715  -0.19
C -4.2505 0.6053 0.5750  -0.19
O -4.9821 0.9254 1.4741  0.01
H -3.5859 -0.2406 0.5278  -0.01
H -3.9840 1.1213 -0.4252  0.08

F_max: 2.9 eV/Å
relative energy (zero: lowest compared OMol25 entry of this formula, charge and spin): 199.2 kJ/mol
SMILES: CC(C)P(N)S.C=O
HOMO-LUMO gap: 9.259 eV
charge: 0
spin multiplicity: 1
electronic energy: -1029.088471 Eh



[3]
Molecular formula: C12H12N2S
Method: DFT, ωB97M-V/def2-TZVPD

Last column: Löwdin charge in e.
Cartesian coordinates (Å):
C -2.1421 -2.2164 -0.4690  -0.26
C -3.3612 0.8275 -0.0645  -0.23
C -1.6799 -0.9784 -0.1153  -0.04
C -2.0732 0.2948 0.0902  -0.31
C 0.9447 -0.2336 -0.6231  -0.24
C 1.0644 0.9966 -1.1662  -0.42
C 0.0722 -0.4232 0.5599  -0.20
C -0.8237 0.9221 0.6602  -0.61
C 1.7595 -1.3490 -1.1987  -0.01
C 1.9676 1.2923 -2.2541  -0.07
C 0.5697 -1.1684 1.7809  -0.06
C -0.9965 1.5628 2.0060  -0.09
N -2.4266 -3.3035 -0.7136  0.12
N -4.3483 1.3724 -0.0665  0.14
S -0.1343 2.1949 -0.4806  1.13
H 1.6189 -2.2906 -0.6258  0.10
H 2.7534 -1.0535 -1.1897  0.06
H 1.3762 -1.5403 -2.2885  0.15
H 1.6340 2.1087 -2.7710  0.06
H 2.1019 0.4375 -2.8646  0.08
H 2.9508 1.6105 -1.8892  0.12
H 1.6251 -0.9111 2.0901  0.09
H 0.6750 -2.3283 1.6420  0.11
H 0.0020 -1.1651 2.8162  0.12
H -1.9417 1.2500 2.5540  0.12
H -1.0532 2.7371 1.9857  0.11
H -0.1348 1.3543 2.5951  0.06

F_max: 4.4 eV/Å
relative energy (zero: lowest compared OMol25 entry of this formula, charge and spin): 0.0 kJ/mol
HOMO-LUMO gap (spin up / spin down): 5.313 / 5.320 eV
charge: 0
spin multiplicity: 3
electronic energy: -971.907411 Eh



[4]
Molecular formula: C4H5N3S
Method: DFT, ωB97M-V/def2-TZVPD

Last column: Löwdin charge in e.
Cartesian coordinates (Å):
H -3.3919 0.3573 0.0903  0.04
N -2.6718 -0.3263 0.2699  0.12
C -1.4454 -0.0660 0.0265  -0.53
C -0.9119 1.2362 -0.3147  -0.03
C 0.3952 1.6703 -0.2408  -0.20
N 1.4526 1.2285 0.4365  -0.01
C 1.8363 -0.0025 0.5038  -0.37
S 0.9366 -1.2067 -0.4965  0.92
N -0.4744 -0.9722 0.3938  -0.30
H -1.5537 1.8838 -0.8732  0.09
H 0.7193 2.5513 -0.7637  0.11
H 2.7204 -0.2606 1.1341  0.09
H -0.8688 -1.7625 0.8060  0.06

F_max: 4.2 eV/Å
relative energy (zero: lowest compared OMol25 entry of this formula, charge and spin): 234.9 kJ/mol
SMILES: [H]/N=C1\C=CN=CSN1
HOMO-LUMO gap: 8.367 eV
charge: 0
spin multiplicity: 1
electronic energy: -717.804177 Eh



[5]
Molecular formula: C7H13F2N4O10S2
Method: DFT, ωB97M-V/def2-TZVPD

Last column: Löwdin charge in e.
Cartesian coordinates (Å):
O 4.6408 -1.5217 0.3696  0.17
C 3.7444 -1.4281 -0.3647  -0.50
F 3.4578 -2.4582 -1.1790  0.13
N 2.9655 -0.2249 -0.3478  0.15
C 1.5674 -0.4587 -0.1613  -0.49
O 0.9966 -1.4672 -0.3385  0.12
S 0.6096 1.0474 0.3845  0.55
O 1.2843 2.2594 -0.0660  -0.35
O 0.6845 0.9933 1.8416  -0.35
N -0.9512 0.9197 -0.0436  -0.31
S -1.1362 1.0311 -1.6866  0.55
O -1.2775 2.3890 -2.1967  -0.36
O -0.1038 0.3362 -2.4690  -0.37
C -2.7047 0.1382 -2.0323  -0.22
C -3.7042 0.2020 -0.8345  -0.21
C -3.7867 -1.1078 -0.0119  -0.20
F -3.7528 -2.2573 -0.8256  -0.09
H 3.1627 0.3890 -1.1386  0.16
H -2.3992 -0.9010 -2.2788  0.10
H -3.1358 0.6103 -2.9358  0.10
H -3.4912 1.0435 -0.1466  0.10
H -4.7099 0.4012 -1.2744  0.11
H -4.7807 -1.1147 0.4941  0.11
H -3.0176 -1.1955 0.7782  0.12
C 4.2754 -3.9503 1.9885  0.04
N 4.3067 -5.4392 2.0139  -0.45
O 5.1069 -5.9974 1.2872  0.06
O 3.5263 -5.9945 2.7634  0.05
H 5.0167 -3.5971 1.2831  0.08
H 3.2766 -3.6489 1.6824  0.10
H 4.5008 -3.6018 2.9934  0.11
C -1.3744 5.0009 0.3741  0.05
N -2.8565 4.8670 0.3152  -0.45
O -3.3037 4.0936 -0.4998  0.07
O -3.5100 5.5449 1.0937  0.03
H -0.9356 4.3399 -0.3704  0.08
H -1.1317 6.0399 0.1634  0.09
H -1.0594 4.7179 1.3754  0.10

F_max: 3.3 eV/Å
HOMO-LUMO gap: 8.769 eV
charge: -1
spin multiplicity: 1
electronic energy: -2241.924301 Eh



[6]
Molecular formula: C30H26BaN7S2Se
Method: DFT, ωB97M-V/def2-TZVPD

Last column: Löwdin charge in e.
Cartesian coordinates (Å):
Ba 0.4078 0.9205 -0.8949  1.44
C -5.1378 2.2108 -1.1827  -0.02
N -4.2216 2.8228 -2.1463  -0.12
C -4.4990 3.4483 -3.4107  0.01
C -3.3455 3.8986 -3.9320  -0.04
N -2.3270 3.5193 -3.0503  -0.02
C -2.8950 2.9266 -1.8757  -0.73
S -2.1908 2.9360 -0.3697  0.55
C -0.9573 3.6100 -3.5253  -0.25
C -0.7305 4.8122 -4.2503  0.00
C 0.4842 4.8732 -4.8756  -0.04
C 1.3572 3.7558 -4.8608  -0.04
C 0.9874 2.5690 -4.1822  -0.11
N -0.1642 2.5259 -3.4190  0.02
H -5.1693 1.0864 -1.2530  0.12
H -6.1372 2.6084 -1.2753  0.09
H -4.6169 2.4796 -0.2563  0.04
H -5.5110 3.3244 -3.7772  0.13
H -3.1156 4.5035 -4.7836  0.12
H -1.5159 5.5968 -4.2355  0.14
H 0.7722 5.7654 -5.4531  0.13
H 2.2726 3.8460 -5.4532  0.11
H 1.6368 1.6834 -4.1666  0.11
S 7.8130 -0.9866 2.6332  1.03
N 6.4024 -1.9013 2.7390  -0.18
C 5.4470 -1.0649 2.3835  -0.30
C 4.0428 -1.4782 2.0909  -0.06
C 3.6081 -2.7991 2.3516  0.05
C 2.2551 -3.0928 2.0866  0.01
C 1.4844 -2.1010 1.5145  -0.14
N 1.8527 -0.8512 1.2591  0.07
C 3.1218 -0.5285 1.6004  -0.17
C 3.5780 0.8039 1.3297  -0.16
N 2.7048 1.5725 0.6200  -0.06
C 2.9674 2.8518 0.4067  -0.17
C 4.1404 3.4116 0.8570  -0.04
C 5.1262 2.5914 1.3684  0.04
C 4.8689 1.2256 1.5701  -0.07
C 5.8416 0.2937 2.1297  -0.30
N 7.1397 0.4535 2.2069  -0.21
H 4.2727 -3.5530 2.6437  0.10
H 1.8146 -4.1021 2.1122  0.13
H 0.4633 -2.3326 1.3019  0.05
H 2.1939 3.3951 -0.1416  0.10
H 4.3472 4.4523 0.6182  0.12
H 6.1391 2.9714 1.4992  0.13
C -3.1926 -5.0252 4.0861  -0.06
C -2.8597 -4.2862 2.8175  -0.29
C -2.3959 -4.9688 1.7249  -0.03
C -1.9030 -4.2616 0.6234  -0.31
C -1.3396 -5.0659 -0.4912  -0.12
C -1.8520 -2.8534 0.5439  -0.56
Se -1.0656 -2.0416 -1.0296  0.42
C -2.2515 -2.1693 1.7436  -0.30
C -2.1698 -0.6627 1.6287  -0.12
C -2.7484 -2.8902 2.8100  -0.03
H -4.2721 -5.1783 4.2768  0.09
H -2.7176 -4.5479 4.9554  0.08
H -2.7099 -6.0123 3.9529  0.08
H -2.4022 -6.0816 1.6901  0.13
H -1.0864 -6.0593 -0.2119  0.06
H -0.4993 -4.5289 -0.9134  0.01
H -2.0513 -5.1546 -1.3006  0.08
H -2.7583 -0.2806 0.7213  0.07
H -1.1276 -0.3323 1.5625  0.02
H -2.5609 -0.2188 2.5409  0.07
H -3.0447 -2.3350 3.7172  0.12

F_max: 2.8 eV/Å
HOMO-LUMO gap: 5.520 eV
charge: +1
spin multiplicity: 1
electronic energy: -4765.271302 Eh